Below is C67H98BaGe2N9PSi as an isolated structure, with properties calculated with ωB97M-V/def2-TZVPD.

Output
**DFT total energy**: -215374.660 eV
**Relative energy (zero: lowest compared OMol25 entry of this formula, charge and spin)**: 0.0 kcal/mol
**Net charge**: 0
**Frontier orbital gap**: 0.20463 Eh

Element x y z (Å)
Ba (-0.7983, -0.1786, 0.6043)
C (-0.6430, 4.3357, 5.6836)
C (0.5304, 3.6830, 4.9409)
C (0.1947, 3.2897, 3.5372)
C (0.4529, 3.9644, 2.3838)
C (1.0797, 5.3133, 2.2195)
C (0.0443, 6.4415, 2.3066)
C (-0.0627, 3.1373, 1.2982)
C (-0.1485, 3.5499, -0.0304)
C (-0.8268, 2.9452, -1.0912)
C (-1.1221, 3.6034, -2.3549)
C (-0.5655, 4.9167, -2.8075)
C (0.9170, 4.8290, -3.1924)
C (-2.0169, 2.7999, -3.0000)
C (-2.2485, 1.6575, -2.1279)
C (-3.1956, 0.6522, -2.3619)
C (-3.5673, -0.4020, -1.5270)
N (-3.0376, -0.6562, -0.3038)
C (-3.7888, -1.6307, 0.2645)
C (-3.7621, -2.0043, 1.6112)
C (-3.1294, -1.3488, 2.6649)
N (-2.2573, -0.3250, 2.5297)
C (-1.9836, 0.1425, 3.7677)
C (-1.1239, 1.2036, 4.0476)
C (-0.4916, 2.0639, 3.1467)
N (-0.5588, 1.9795, 1.7963)
C (-2.7111, -0.6349, 4.7648)
C (-3.4136, -1.5765, 4.0783)
C (-4.3292, -2.6250, 4.6231)
C (-5.7757, -2.1337, 4.7548)
C (-2.6483, -0.4098, 6.2424)
C (-3.5657, 0.7303, 6.7016)
C (-4.7967, -2.0971, -0.6798)
C (-4.6627, -1.3242, -1.7945)
C (-5.4987, -1.3502, -3.0375)
C (-6.6335, -0.3188, -2.9893)
C (-5.8398, -3.1300, -0.3898)
C (-7.0116, -2.5491, 0.4142)
N (-1.4579, 1.7473, -1.0328)
C (-2.6889, 3.0583, -4.3153)
C (-4.0283, 3.7845, -4.1384)
H (-0.3477, 4.6105, 6.6977)
H (-1.4934, 3.6557, 5.7423)
H (-0.9711, 5.2388, 5.1691)
H (0.8527, 2.7968, 5.4948)
H (1.3715, 4.3802, 4.9294)
H (1.5870, 5.3643, 1.2531)
H (1.8422, 5.4607, 2.9883)
H (-0.7590, 6.2805, 1.5864)
H (0.5066, 7.4097, 2.1060)
H (-0.3992, 6.4772, 3.3014)
H (0.2438, 4.5400, -0.2356)
H (-0.6829, 5.6525, -2.0074)
H (-1.1357, 5.2833, -3.6636)
H (1.4990, 4.3612, -2.3966)
H (1.3216, 5.8250, -3.3784)
H (1.0458, 4.2333, -4.0989)
H (-3.7969, 0.7795, -3.2581)
H (-4.4248, -2.8159, 1.8856)
H (-0.9822, 1.4424, 5.0954)
H (-3.9727, -2.9487, 5.6041)
H (-4.3061, -3.5000, 3.9695)
H (-5.8424, -1.3116, 5.4679)
H (-6.4252, -2.9403, 5.0996)
H (-6.1526, -1.7771, 3.7951)
H (-1.6191, -0.1724, 6.5260)
H (-2.9253, -1.3266, 6.7682)
H (-3.3083, 1.6593, 6.1912)
H (-3.4741, 0.8888, 7.7775)
H (-4.6072, 0.5020, 6.4747)
H (-5.9224, -2.3478, -3.1695)
H (-4.8757, -1.1524, -3.9153)
H (-7.3273, -0.5589, -2.1842)
H (-7.1895, -0.3022, -3.9287)
H (-6.2344, 0.6788, -2.8016)
H (-5.3944, -3.9560, 0.1696)
H (-6.2269, -3.5397, -1.3255)
H (-6.6592, -2.1242, 1.3539)
H (-7.7514, -3.3208, 0.6335)
H (-7.5056, -1.7534, -0.1439)
H (-2.8692, 2.1151, -4.8481)
H (-2.0358, 3.6668, -4.9464)
H (-4.6961, 3.2005, -3.5041)
H (-4.5180, 3.9510, -5.0998)
H (-3.8666, 4.7487, -3.6566)
C (4.7062, -3.0430, 2.2983)
C (3.3426, -2.3740, 2.1303)
Ge (3.5369, -0.4291, 1.7383)
C (2.8594, 0.6459, 3.2779)
C (3.6139, 0.3401, 4.5707)
C (5.4584, -0.0118, 1.4078)
C (5.5822, 0.5734, 0.2061)
Ge (3.6859, 0.8878, -0.3713)
C (2.9354, 0.5065, -2.1974)
C (3.6152, 1.1684, -3.3916)
C (3.2966, 2.8195, -0.0243)
C (4.3234, 3.8442, -0.5056)
C (6.8256, 1.0255, -0.4377)
C (8.0916, 0.7510, 0.0882)
C (9.2383, 1.1979, -0.5453)
C (9.1532, 1.9189, -1.7291)
C (7.9067, 2.1980, -2.2679)
C (6.7620, 1.7576, -1.6246)
H (4.5936, -4.0988, 2.5545)
H (5.2872, -2.5618, 3.0884)
H (5.2839, -2.9770, 1.3742)
H (2.7510, -2.4624, 3.0417)
H (2.7701, -2.8427, 1.3313)
H (1.7948, 0.4417, 3.4006)
H (2.9466, 1.7068, 3.0324)
H (3.5020, -0.7082, 4.8574)
H (3.2443, 0.9535, 5.3963)
H (4.6804, 0.5435, 4.4522)
H (6.3141, -0.2099, 2.0520)
H (1.9002, 0.8517, -2.0985)
H (2.9105, -0.5770, -2.3184)
H (3.6259, 2.2562, -3.2933)
H (3.0989, 0.9326, -4.3302)
H (4.6421, 0.8178, -3.4993)
H (3.1685, 2.9203, 1.0565)
H (2.3232, 3.0177, -0.4655)
H (5.3055, 3.6449, -0.0743)
H (4.0219, 4.8523, -0.2073)
H (4.4278, 3.8390, -1.5932)
H (8.1763, 0.1753, 1.0010)
H (10.2077, 0.9832, -0.1131)
H (10.0518, 2.2590, -2.2274)
H (7.8270, 2.7608, -3.1898)
H (5.7863, 1.9850, -2.0361)
C (0.1354, -2.1100, 4.1414)
C (-0.2567, -2.9364, 2.9487)
C (-0.8624, -4.1646, 3.1599)
C (-1.1586, -4.9511, 2.0461)
C (-0.7119, -4.5506, 0.8143)
C (0.0309, -3.3404, 0.6818)
N (0.0988, -2.4843, 1.7380)
N (0.7252, -3.0242, -0.4229)
Si (1.7640, -4.1760, -1.1095)
C (3.2566, -3.2751, -1.8666)
C (2.5249, -5.4099, 0.1266)
C (1.0235, -5.3403, -2.4549)
H (-0.6234, -2.1616, 4.9197)
H (0.2951, -1.0736, 3.8607)
H (1.0673, -2.4982, 4.5618)
H (-1.1027, -4.4884, 4.1641)
H (-1.6950, -5.8863, 2.1641)
H (-0.8667, -5.1552, -0.0715)
H (3.6249, -2.5108, -1.1772)
H (3.0338, -2.7824, -2.8153)
H (4.0704, -3.9809, -2.0532)
H (3.3677, -4.9682, 0.6644)
H (2.8828, -6.3197, -0.3600)
H (1.7811, -5.7042, 0.8713)
H (0.0468, -4.9905, -2.7932)
H (0.8707, -6.3425, -2.0494)
H (1.6727, -5.4422, -3.3297)
C (0.2108, -1.0180, -6.3222)
N (-0.7970, -0.2952, -5.4514)
C (-2.0753, -1.1315, -5.4221)
N (-1.8134, -2.4516, -4.9809)
C (-0.8091, -3.0946, -5.8168)
N (0.4359, -2.3336, -5.8481)
C (1.1286, -2.3664, -4.5547)
P (0.1426, -1.6731, -3.1079)
C (-0.2536, -0.1007, -4.0728)
C (-1.4736, -2.5095, -3.5524)
H (1.1361, -0.4410, -6.3078)
H (-0.1925, -1.0408, -7.3371)
H (-1.0130, 0.6195, -5.8499)
H (-2.4744, -1.1305, -6.4392)
H (-2.7636, -0.6363, -4.7398)
H (-1.1932, -3.1878, -6.8363)
H (-0.6024, -4.0885, -5.4228)
H (2.0537, -1.7901, -4.6442)
H (1.4021, -3.3956, -4.3316)
H (0.6564, 0.4958, -4.1507)
H (-0.9768, 0.4609, -3.4945)
H (-2.2698, -2.0397, -2.9745)
H (-1.4294, -3.5521, -3.2423)

Atoms 1-3, force components in eV/Å:
2.87 -1.26 -1.54
0.12 -0.03 0.01
-0.23 0.08 0.00